The following is a DFT calculation (the ωB97M-V functional and the def2-TZVPD basis) of a cluster of 12 separate species, C34H68O33S7 in total.

Geometry (Å):
C1 17.95501 11.52836 12.63852
C2 18.60164 10.63516 13.56632
O1 17.55618 9.64512 13.87479
S1 16.13152 10.38967 13.84164
O2 15.93788 10.89336 15.16358
O3 15.23496 9.63069 13.07316
O4 16.57166 11.64620 13.03641
H1 17.95554 11.06199 11.66050
H2 18.36316 12.49880 12.59411
H3 18.85966 11.25806 14.46761
H4 19.53000 10.16499 13.19681
C3 9.94758 17.33158 11.59642
C4 10.15053 16.04705 12.46279
O5 11.49826 16.22303 13.06553
S2 11.87000 17.82013 13.08940
O6 13.04073 18.01016 12.30906
O7 11.86369 18.19597 14.44872
O8 10.62991 18.28961 12.26937
H5 8.90341 17.71435 11.50930
H6 10.39835 17.23213 10.67324
H7 10.25357 15.16677 11.82946
H8 9.42821 15.89509 13.24032
C5 16.03995 19.40302 17.27644
C6 17.10753 19.27094 18.32466
O9 17.40283 17.82629 18.41368
S3 16.16125 17.02511 17.84619
O10 15.63442 16.28274 18.93445
O11 16.48986 16.43733 16.57310
O12 15.22354 18.23452 17.59277
H9 16.44711 19.25718 16.28559
H10 15.41232 20.25187 17.30576
H11 16.79980 19.53014 19.32199
H12 18.05091 19.76225 18.01133
C7 16.52139 20.64335 9.87484
C8 15.98610 19.65190 11.02604
O13 16.64675 20.07205 12.24036
S4 17.88534 21.08555 11.85846
O14 18.94420 20.21501 11.40157
O15 18.09651 21.98963 12.92527
O16 17.14372 21.73567 10.61517
H13 15.68305 21.09674 9.39868
H14 17.27105 20.23945 9.21242
H15 16.07332 18.59234 10.83880
H16 14.93180 19.87362 11.21312
C9 19.43359 17.82114 9.81930
C10 20.56004 18.59680 9.16196
O17 20.17590 18.36071 7.73239
S5 19.86709 16.80944 7.60107
O18 21.14822 16.20616 7.35534
O19 18.74648 16.62017 6.72790
O20 19.48165 16.56118 9.11033
H17 18.55127 18.45354 9.61697
H18 19.50759 17.53814 10.91821
H19 21.48472 18.05705 9.27582
H20 20.60875 19.64054 9.35496
C11 16.29848 15.58839 13.57693
C12 16.78861 16.97589 13.02825
O21 17.01326 16.70282 11.62823
S6 17.79675 15.26307 11.46698
O22 19.13269 15.52311 11.75889
O23 17.31960 14.60865 10.30958
O24 17.14912 14.61295 12.85364
H21 15.24139 15.40148 13.21090
H22 16.40449 15.35008 14.61937
H23 17.71144 17.37865 13.42261
H24 16.19051 17.84584 13.03515
C13 22.14984 14.09272 9.96392
C14 21.00467 13.08346 9.53612
O25 21.16561 11.94345 10.34757
S7 22.57020 11.91618 11.10548
O26 23.41732 11.28444 10.16482
O27 22.39726 11.53830 12.44417
O28 22.89482 13.42332 11.03346
H25 21.68850 14.99277 10.43230
H26 22.71210 14.40965 9.07953
H27 20.98632 12.75348 8.42882
H28 20.00549 13.52131 9.79342
C15 15.91188 10.58736 7.71964
C16 16.56687 10.58370 9.17568
C17 15.53147 11.35336 9.93695
O29 15.02000 12.35965 9.03433
C18 15.37132 12.08113 7.69544
H29 15.11342 9.89631 7.66606
H30 16.59837 10.38038 6.94784
H31 17.55699 11.05052 9.14430
H32 16.65871 9.55950 9.38365
H33 15.94518 11.93420 10.76786
H34 14.75109 10.72843 10.36903
H35 16.15096 12.77449 7.35452
H36 14.47449 12.23653 7.11108
C19 21.20715 17.67798 13.33784
C20 22.00474 16.40042 13.10095
C21 22.98534 16.80109 12.04313
O30 22.27378 17.79938 11.30007
C22 21.80285 18.64368 12.32301
H37 21.21508 18.02475 14.32693
H38 20.20668 17.46187 13.06042
H39 21.36043 15.59064 12.78833
H40 22.60758 16.08149 13.95786
H41 23.33115 15.94560 11.48107
H42 23.83473 17.33088 12.44633
H43 21.11350 19.32146 11.84648
H44 22.61548 19.29476 12.71398
C23 12.84675 11.87376 12.41731
C24 13.53802 13.22037 11.99363
C25 12.51334 13.73426 10.94278
O31 11.24456 13.40914 11.59862
C26 11.36315 12.17523 12.32386
H45 13.13817 11.60741 13.40073
H46 13.24130 11.11407 11.78612
H47 14.50021 13.06969 11.57404
H48 13.58688 13.97869 12.72372
H49 12.55766 13.29425 9.98266
H50 12.56905 14.86746 10.78948
H51 10.87390 11.39064 11.76161
H52 10.92732 12.31680 13.30975
C27 18.92626 13.21982 16.75705
C28 20.42036 13.53912 16.69454
C29 20.66121 14.03998 15.28085
O32 19.50802 13.77531 14.50038
C30 18.41631 13.86254 15.43728
H53 18.42617 13.63759 17.68871
H54 18.65608 12.17357 16.68569
H55 20.95757 12.57189 16.74384
H56 20.78028 14.09808 17.50818
H57 21.42343 13.48081 14.76861
H58 20.98674 15.09374 15.29999
H59 17.53554 13.29313 15.05597
H60 18.26523 14.94133 15.53889
C31 14.11667 16.42700 8.90199
C32 12.84943 17.42002 8.98942
C33 13.54326 18.79451 8.83539
O33 14.92571 18.57974 8.50646
C34 15.06144 17.22812 7.99959
H61 13.88444 15.46812 8.54364
H62 14.51320 16.40384 9.95639
H63 12.38632 17.25148 10.00655
H64 12.12438 17.33799 8.20099
H65 13.65760 19.43086 9.74151
H66 12.99615 19.31639 8.06736
H67 16.11673 16.88379 8.04213
H68 14.68301 17.27832 6.98357

Summary:
SMILES ... O=S1(=O)OCCO1.O=S1(=O)OCCO1.O=S1(=O)OCCO1.O=S1(=O)OCCO1.O=S1(=O)OCCO1.O=S1(=O)OCCO1.O=S1(=O)OCCO1.C1CCOC1.C1CCOC1.C1CCOC1.C1CCOC1.C1CCOC1
Highest occupied orbital energy ... -0.3476 hartree
Frontier orbital gap ... 9.5044 eV

---

The following is a DFT calculation (the ωB97M-V functional and the def2-TZVPD basis) of a cluster of 3 separate species, C34H69F7N3O3 in total.

Geometry (Å):
C1 3.09283 -5.73886 0.73557
C2 4.41336 -4.96640 0.82285
C3 5.13186 -4.77653 -0.52033
C4 4.24223 -4.29841 -1.67274
C5 3.51878 -2.97367 -1.39888
C6 4.45655 -1.80210 -1.12080
C7 3.79438 -0.42712 -0.95811
C8 2.49982 -0.35598 -0.10980
C9 1.32077 0.30729 -0.84459
C10 0.28775 -0.52695 -1.62316
C11 -0.80287 0.41974 -2.16250
N1 -1.97861 0.18535 -1.27192
O1 -1.74898 0.70609 0.00363
C12 -2.31453 2.03449 0.17436
C13 -2.23622 2.36783 1.65981
C14 -0.78620 2.37497 2.15349
C15 -3.04135 3.66708 1.89625
C16 -4.54622 3.35066 1.97439
C17 -2.60524 4.39278 3.17172
C18 -2.01392 -1.30880 -1.06666
C19 -2.71408 -2.03918 -2.22758
F1 -1.99403 -1.95656 -3.35922
F2 -2.78341 -3.31854 -1.88383
C20 -4.14749 -1.56661 -2.60523
F3 -4.65707 -2.40668 -3.46928
F4 -4.01214 -0.35006 -3.18984
C21 -5.14346 -1.40548 -1.42440
F5 -4.86278 -0.26932 -0.76614
F6 -5.01096 -2.39089 -0.56513
F7 -6.35500 -1.35223 -1.84549
C22 -0.51876 -1.69061 -0.92262
C23 -0.14294 -2.10051 0.51136
C24 -0.99523 -3.22498 1.13380
C25 -0.78443 -4.57836 0.41948
C26 -0.67381 -3.31921 2.63721
H1 3.16349 -6.56216 0.01354
H2 2.25300 -5.10431 0.43321
H3 2.83805 -6.18305 1.70411
H4 4.26295 -3.99518 1.31410
H5 5.08640 -5.52916 1.48243
H6 5.59243 -5.73278 -0.80190
H7 5.96008 -4.07136 -0.38073
H8 4.85291 -4.19803 -2.58046
H9 3.49090 -5.06655 -1.89280
H10 2.84481 -3.12426 -0.54089
H11 2.87857 -2.73338 -2.26259
H12 5.15730 -1.72859 -1.96534
H13 5.07121 -2.01870 -0.23828
H14 4.53748 0.23800 -0.50263
H15 3.59754 -0.01435 -1.95608
H16 2.69306 0.24926 0.78348
H17 2.24223 -1.34982 0.26205
H18 0.77959 0.98207 -0.17320
H19 1.77141 0.95734 -1.60913
H20 0.76211 -0.96142 -2.51046
H21 -1.11886 0.22167 -3.18753
H22 -0.54836 1.48130 -2.09239
H23 -2.83949 0.58260 -1.66034
H24 -1.74022 2.74769 -0.43317
H25 -3.35683 2.01082 -0.17103
H26 -2.77221 1.56206 2.18661
H27 -0.20443 1.57488 1.68866
H28 -0.73719 2.20430 3.23279
H29 -0.28427 3.32916 1.95791
H30 -2.88049 4.34228 1.04198
H31 -4.83099 2.51045 1.32773
H32 -4.81229 3.06087 2.99819
H33 -5.15729 4.21314 1.69599
H34 -1.59773 4.81091 3.10496
H35 -3.29641 5.21517 3.38110
H36 -2.64103 3.71047 4.03125
H37 -2.60233 -1.47714 -0.16606
H38 -0.37457 -2.57763 -1.54895
H39 0.89177 -2.46034 0.49236
H40 -0.16232 -1.22032 1.17077
H41 -2.05902 -2.96362 1.06634
H42 -0.14648 -5.23733 1.01605
H43 -0.31772 -4.47206 -0.56422
H44 -1.73315 -5.10512 0.27524
H45 -1.29641 -2.63515 3.22303
H46 -0.83623 -4.33163 3.01727
H47 0.37325 -3.05840 2.83256
C27 1.81982 2.03351 7.82606
C28 1.85499 3.20532 6.84988
C29 0.97753 3.02227 5.60783
O2 1.47485 2.11467 4.63995
C30 1.26934 0.74613 4.92289
N2 3.24674 3.51752 6.52814
H48 2.45818 1.21597 7.48957
H49 2.19506 2.35276 8.79708
H50 0.80642 1.65004 7.95928
H51 1.44262 4.07703 7.36856
H52 0.91995 3.98264 5.08870
H53 -0.04482 2.73603 5.89667
H54 0.30136 0.58228 5.40994
H55 2.05424 0.32626 5.55533
H56 1.27872 0.21616 3.96861
H57 3.30410 4.38916 6.01190
H58 3.60934 2.80366 5.90285
C31 -1.75428 3.43593 -7.61065
C32 -2.14353 2.71193 -6.32619
C33 -1.26712 3.05288 -5.11686
O3 0.02127 2.47459 -5.10246
C34 0.99060 3.11766 -5.91537
N3 -2.22042 1.27445 -6.59162
H59 -0.89677 2.96332 -8.09001
H60 -2.58012 3.39586 -8.31901
H61 -1.51252 4.48341 -7.42404
H62 -3.15256 3.04155 -6.05610
H63 -1.76422 2.64324 -4.22842
H64 -1.19782 4.14052 -4.97985
H65 0.85144 4.20249 -5.90588
H66 0.96160 2.76398 -6.94728
H67 1.96738 2.88270 -5.49582
H68 -2.63466 0.78522 -5.80449
H69 -1.27943 0.90410 -6.69033

Summary:
Highest occupied orbital energy ... -0.3995 hartree
Total charge ... +1
Frontier orbital gap ... 8.7440 eV

---

no.,LUMO energy (eV)
1,0.0
2,-2.1